1.
A cluster of 2 separate species, C21H23Cl2N3O2 in total at a distorted geometry. Source: the Open Molecules 2025 dataset; level of theory: wB97M-V/def2-TZVPD.

Geometry as ORCA input:
```
! RIJCOSX wB97M-V def2-TZVPD def2/J DEFGRID3
* xyz 0 1
C -4.72 0.27 0.06
H 3.32 3.05 -0.79
H -0.12 2.12 4.11
H 4.80 2.09 -0.64
H -0.42 -1.10 -2.12
C -0.51 0.89 -0.11
O -0.11 -2.79 1.43
Cl -2.44 -4.59 0.76
N 1.64 1.06 -0.48
H 1.42 -0.77 -2.46
C 3.58 -0.41 -0.53
H -1.52 2.25 2.00
H 3.63 2.16 0.71
H -2.42 2.55 -1.04
C -0.03 3.82 2.00
C -0.03 -3.37 0.34
H 4.64 -0.48 -0.81
C 0.19 1.63 3.18
H -2.06 -4.84 -2.05
C 3.74 2.13 -0.38
C -4.22 1.45 -0.52
H -0.14 0.59 3.21
N 1.40 1.88 0.52
O -0.52 -3.43 -3.72
N 0.07 1.78 0.74
C -0.28 -3.64 -2.53
C -0.43 2.36 2.00
C 1.15 -3.32 -0.52
C 1.00 -3.18 -1.86
C 0.53 0.34 -0.90
C 3.02 0.93 -0.95
H -1.77 -1.24 0.89
H -4.90 2.20 -0.92
C -1.23 -4.29 -1.62
C -2.48 -0.51 0.48
C -2.84 1.64 -0.59
H -5.80 0.12 0.12
Cl 2.37 -3.18 -2.92
H 3.05 -1.23 -1.02
C -1.18 -4.09 -0.29
H -0.27 4.27 2.96
H 2.98 0.98 -2.04
H -4.24 -1.63 0.99
C -1.95 0.66 -0.10
C -3.85 -0.71 0.55
H 2.12 -3.14 -0.06
H -0.58 4.37 1.22
H 3.51 -0.52 0.56
C 0.55 -0.71 -1.81
H 1.04 3.91 1.82
H 1.28 1.67 3.11
*
```

Relative energy (zero: lowest compared OMol25 entry of this formula, charge and spin) in kJ/mol: 460.69
HOMO energy in eV: -6.0

---

2.
An isolated molecule of C21H23ClN2O3. Source: the Open Molecules 2025 dataset; level of theory: wB97M-V/def2-TZVPD.

Geometry as ORCA input:
```
! RIJCOSX wB97M-V def2-TZVPD def2/J DEFGRID3
* xyz 0 1
H 5.93 -2.26 -2.34
H -5.01 3.46 3.88
H 3.75 1.10 -0.50
H 3.53 -3.18 -4.03
H 4.82 -4.23 -3.48
H -4.63 0.56 4.95
H 6.47 -0.87 -3.32
H 0.25 -1.84 1.52
H 1.95 -0.35 -2.47
H 2.25 -1.38 0.34
C -6.18 3.31 2.10
Cl -7.64 3.09 -0.16
O -3.23 -0.15 3.74
H -6.50 0.51 0.21
H -5.01 -0.36 1.98
N 4.45 -0.94 -2.83
C -0.05 0.25 1.07
H -0.65 2.29 0.87
C -5.34 0.67 2.01
H -2.52 2.14 2.39
C 1.62 -0.86 -0.39
H 4.07 -0.29 -3.49
C -2.21 0.05 2.85
C -4.91 1.49 3.04
H 6.49 -2.86 -4.72
N 1.03 0.33 0.18
C 5.67 -1.62 -3.18
H 5.20 -1.79 -5.28
C 2.83 1.07 -1.09
H -1.64 -1.99 3.06
C 1.68 1.47 -0.18
H 0.84 -1.54 -0.74
H -3.38 1.75 4.53
H -6.51 4.33 2.13
C -6.17 1.15 1.02
C -4.01 0.95 4.13
C -6.59 2.47 1.07
C -1.41 -1.06 2.57
O 4.15 -1.98 -0.84
C 2.51 -0.36 -1.53
C -5.34 2.81 3.08
C 3.77 -1.20 -1.69
H 2.94 1.78 -1.91
C 4.51 -3.57 -4.28
C 5.52 -2.44 -4.46
C -0.35 -0.96 1.70
C -1.92 1.26 2.22
H 4.42 -4.15 -5.20
O 1.42 2.60 0.16
C -0.86 1.35 1.34
*
```

Relative energy (zero: lowest compared OMol25 entry of this formula, charge and spin) in kJ/mol: 45.54
HOMO energy in eV: -8.0

---

3.
A structure of composition C21H23FFeN3O8 at a distorted geometry. Source: the Open Molecules 2025 dataset; level of theory: wB97M-V/def2-TZVPD.

Geometry as ORCA input:
```
! RIJCOSX wB97M-V def2-TZVPD def2/J DEFGRID3
* xyz 2 6
F -2.83 0.27 -1.66
O 1.79 1.00 4.21
C 2.62 0.77 3.27
H -2.73 -1.21 -3.55
C 3.76 0.77 -2.71
C -2.29 0.60 7.30
C 1.99 0.60 1.88
C -1.10 0.37 -0.12
C -1.51 0.22 -1.42
H 4.61 0.28 -0.75
H -0.03 0.08 -6.98
N -1.22 -1.42 -6.07
H 0.77 0.80 -4.52
C -0.90 -1.91 5.72
C -0.58 0.02 -2.46
C -2.84 1.43 6.15
C 0.25 0.39 0.21
O -0.63 -1.13 4.77
C -2.34 -0.38 -4.15
H -1.83 0.51 0.66
H 2.88 1.23 -3.12
O -0.32 0.87 2.44
H -0.75 1.38 -5.17
H -1.31 -1.68 7.87
C 2.88 0.39 0.85
O -2.14 1.82 5.23
O 3.82 0.67 3.37
H -3.32 -1.36 -5.81
H 0.86 -1.06 -5.97
C -2.46 -0.73 -5.64
C -0.21 0.48 -4.86
C 0.76 0.00 -2.11
H 3.93 0.36 1.13
H 4.79 -1.19 -2.68
H -4.46 2.23 5.53
H -1.33 -1.83 -7.00
H -2.57 0.17 -6.25
C 1.23 0.21 -0.80
C 3.70 0.17 -1.33
Fe -0.16 0.85 4.58
H -2.29 1.25 8.19
H -2.95 -0.25 7.49
N 2.57 0.24 -0.45
O -4.12 1.67 6.25
H -1.04 -2.18 -5.39
C -0.06 -0.48 -6.05
C -0.69 -1.17 7.13
H 0.37 -1.29 7.38
N -0.94 -0.18 -3.80
O -1.27 -3.04 5.74
H 4.67 1.30 -2.96
H 1.46 -0.23 -2.89
C 3.83 -0.72 -2.54
H 3.01 -1.35 -2.83
O -0.95 0.21 7.02
H -2.96 0.50 -3.96
C 0.59 0.64 1.61
*
```

Relative energy (zero: lowest compared OMol25 entry of this formula, charge and spin) in kJ/mol: 211.48
HOMO energy (alpha / beta) in eV: -13.8 / -13.7

---

4.
A cluster of 3 separate species, C21H23IO8S2 in total at a distorted geometry. Source: the Open Molecules 2025 dataset; level of theory: wB97M-V/def2-TZVPD.

Geometry as ORCA input:
```
! RIJCOSX wB97M-V def2-TZVPD def2/J DEFGRID3
* xyz 0 1
C 3.36 1.22 4.74
C 0.60 0.75 -1.78
H -6.66 -0.76 -3.34
H 4.66 0.32 -0.02
C 0.47 -2.84 0.30
H -6.38 1.87 -4.87
C 3.35 0.06 5.72
H 0.38 -2.53 2.56
O -3.60 -0.71 -2.80
O -2.93 0.75 -4.77
O -1.42 1.98 -2.92
C -1.30 -1.17 -1.13
H 1.48 -0.43 -3.78
H 4.95 -1.07 6.69
O 0.01 -3.16 -2.25
H -4.55 2.45 -3.51
C 1.75 0.00 -2.71
C 5.67 -0.10 4.88
C 3.60 0.44 -0.51
C 3.28 -0.14 -2.05
C -0.26 -2.47 -1.13
H -2.66 0.32 0.06
H 2.70 0.26 6.57
H 5.78 -1.09 4.45
O 5.50 2.17 3.52
C -0.15 -2.27 1.55
H 2.99 -0.85 5.22
O -2.22 -1.02 2.66
H 2.46 1.28 4.12
C -5.18 -0.61 -4.90
S -3.93 0.18 -3.90
S 4.79 0.92 3.71
H -7.15 1.65 -3.30
C 2.43 1.22 0.39
H -7.34 -0.38 -4.94
C -4.98 1.48 -3.27
H 6.65 0.34 5.08
I 2.32 -4.09 0.37
C 4.81 -0.13 6.15
H 4.13 -0.69 -2.67
C 0.92 1.35 -0.29
H -5.08 -0.22 -5.92
H 3.52 2.17 5.26
H -5.05 1.36 -2.18
H 5.10 0.69 6.82
C -6.49 -0.20 -4.27
H 0.04 1.87 0.30
C -1.91 -0.60 0.13
H -5.02 -1.69 -4.90
O 4.38 0.09 2.60
C -0.93 0.84 -2.44
C -1.49 -1.30 1.57
O -1.69 -0.45 -2.39
C -6.34 1.29 -3.94
H 2.63 1.66 1.45
*
```

HOMO energy in eV: -8.5

---

5.
A structure of composition C21H23N2NbS8 at a distorted geometry. Source: the Open Molecules 2025 dataset; level of theory: wB97M-V/def2-TZVPD.

Geometry as ORCA input:
```
! RIJCOSX wB97M-V def2-TZVPD def2/J DEFGRID3
* xyz 2 1
H 1.61 -2.12 3.11
H -0.87 -1.51 -4.24
N 0.47 -0.61 2.13
C -0.67 -0.83 -3.40
H 2.46 1.02 1.38
H 6.59 -0.08 0.91
H -2.61 2.80 -1.98
S -0.78 1.83 -0.78
N -1.89 0.69 2.13
C -3.30 -2.65 -0.02
C -5.68 -3.58 -0.67
S -0.28 0.76 -4.12
C -1.77 1.67 -3.60
H -2.54 0.93 -3.42
C -0.86 1.11 3.04
S 1.15 -0.61 -1.01
C 0.51 -1.35 -2.64
H 1.17 3.18 -1.50
C 5.55 -0.40 1.00
H -0.96 3.41 -2.65
H 1.30 2.28 0.13
H -3.15 3.55 3.39
S -7.05 -4.42 -1.05
S -3.22 0.02 -0.72
H -3.69 1.53 1.60
H -1.56 -0.79 -2.71
C 3.97 -2.02 1.65
C -1.59 2.52 -2.34
C 1.57 -1.62 2.15
H 1.33 -1.43 -3.34
Nb -0.98 -0.49 0.51
H 0.23 -2.28 -2.21
H 1.10 0.59 3.77
H -2.08 2.31 -4.41
H 1.30 -2.40 1.39
H 4.78 1.58 0.69
C -2.55 2.62 3.18
H 2.78 1.01 -1.22
C 5.20 -1.71 1.10
H -0.65 2.91 4.37
H 5.98 -2.50 0.92
H 1.78 1.07 -2.62
S -4.21 -4.13 0.03
C 1.77 1.02 -1.56
C 3.24 0.27 1.37
C 0.31 0.31 3.04
S -1.68 -2.83 0.61
C 4.52 0.56 1.00
C -3.95 -1.52 -0.42
H 3.78 -3.04 2.10
C -2.86 1.65 2.26
C 1.02 2.19 -0.94
S -5.65 -1.75 -0.75
C 2.93 -1.06 1.69
C -1.30 2.33 3.69
*
```

HOMO energy (alpha / beta) in eV: -13.1 / -13.1

---

6.
An isolated molecule of C21H23N3O4. Source: the Open Molecules 2025 dataset; level of theory: wB97M-V/def2-TZVPD.

Geometry as ORCA input:
```
! RIJCOSX wB97M-V def2-TZVPD def2/J DEFGRID3
* xyz 0 1
H -8.31 -1.68 1.09
H 2.90 -2.64 0.95
H 4.64 2.89 0.74
C 3.45 1.15 0.43
O -0.53 -1.15 1.78
H 5.30 -3.82 -1.36
H -2.44 -1.79 -0.70
H 6.84 3.30 1.50
C 5.63 -2.82 -1.07
C 5.77 -0.16 -0.22
H -2.89 -1.79 1.04
C -3.80 1.98 -1.14
O 4.48 -2.16 -0.63
C -0.92 -1.01 0.64
H 6.38 -2.91 -0.27
H 1.37 -2.87 0.08
H -5.29 -0.41 -1.65
H 8.24 3.33 0.41
O -2.31 0.35 -2.04
H 6.08 -2.33 -1.94
C -7.65 -0.91 0.71
C -3.01 0.72 -1.10
H -6.85 2.32 1.24
C 4.64 1.85 0.46
C 3.38 -0.19 0.10
N 1.12 -0.18 -0.41
C -7.67 0.35 1.28
C 4.58 -0.86 -0.25
O 7.06 1.75 0.14
C 2.07 -0.86 0.11
H -3.59 0.41 0.84
C -5.06 2.13 -0.74
H -5.51 3.11 -0.78
H -8.35 0.57 2.09
C -6.83 1.34 0.80
H 6.71 -0.63 -0.47
H -6.79 -2.16 -0.79
C -2.39 -1.23 0.24
C 7.18 3.11 0.48
C -6.79 -1.19 -0.34
H 2.53 1.66 0.67
H 1.36 -2.11 1.66
H -3.26 2.81 -1.57
N -0.18 -0.61 -0.42
C -5.94 1.07 -0.24
C 1.93 -2.21 0.74
C 5.82 1.19 0.14
C -5.94 -0.20 -0.81
H -0.68 -0.30 -1.25
H 6.63 3.74 -0.22
N -3.08 0.03 0.06
*
```

Relative energy (zero: lowest compared OMol25 entry of this formula, charge and spin) in kJ/mol: 344.18
HOMO energy in eV: -8.0

---

7.
An isolated molecule of C21H23N3O5. Source: the Open Molecules 2025 dataset; level of theory: wB97M-V/def2-TZVPD.

Geometry as ORCA input:
```
! RIJCOSX wB97M-V def2-TZVPD def2/J DEFGRID3
* xyz 0 1
C 2.19 2.04 1.48
H 2.18 0.97 1.67
H 4.94 0.00 -1.86
H 3.37 -0.66 -2.39
H -4.98 2.11 0.00
H 4.32 2.30 1.78
C -3.03 -0.61 -0.47
H -7.55 -3.00 -0.16
H -7.82 -1.44 -0.95
O 2.89 1.86 -2.05
C -2.87 2.16 -0.22
N 2.20 2.29 0.05
O 4.50 -1.82 -1.11
O -5.04 -2.67 -0.36
C -4.19 0.14 -0.27
H 1.74 4.34 0.19
C 3.70 -3.90 -0.27
H 4.02 0.26 0.45
H 3.37 3.77 2.01
H 0.30 1.31 -0.69
C 3.53 -2.53 -0.44
C 3.38 2.70 2.17
O 2.18 -0.56 -0.03
C -7.32 -1.94 -0.13
H 2.88 -5.72 0.49
N -0.43 1.98 -0.49
H -3.10 -1.68 -0.56
C -5.82 -1.75 -0.24
O -0.79 4.19 -0.02
H 0.52 -2.19 1.05
H -7.68 -1.53 0.81
C -0.06 3.26 -0.28
C -1.71 1.41 -0.41
H -6.21 0.23 -0.09
H 1.26 2.45 1.88
H 3.34 2.50 3.24
H -0.91 -0.56 -0.69
H 1.71 3.64 -1.44
C 2.81 1.53 -0.88
H 0.81 -4.64 1.31
C -4.09 1.52 -0.15
C 4.06 -0.56 -1.54
H -2.80 3.23 -0.12
C 3.33 0.17 -0.41
C 1.46 3.46 -0.39
H 4.61 -4.35 -0.66
C -1.81 0.02 -0.54
C 1.40 -2.69 0.68
N -5.46 -0.43 -0.20
C 2.74 -4.65 0.36
C 2.38 -1.92 0.06
C 1.58 -4.05 0.83
*
```

Relative energy (zero: lowest compared OMol25 entry of this formula, charge and spin) in kJ/mol: 58.42
HOMO energy in eV: -8.0

---

8.
A structure of composition C21H23N4OPbS2Te4 at a distorted geometry. Source: the Open Molecules 2025 dataset; level of theory: wB97M-V/def2-TZVPD.

Geometry as ORCA input:
```
! RIJCOSX wB97M-V def2-TZVPD def2/J DEFGRID3
* xyz 1 1
N 2.05 -1.22 0.52
C 3.74 -2.69 1.34
H 2.39 0.28 -1.90
H 1.48 3.15 -1.47
Te -3.53 -3.85 -0.73
H 0.56 4.07 2.27
C -2.80 -0.63 -3.75
H -1.81 -1.99 -2.40
H -2.11 1.74 4.67
C 0.38 1.98 1.80
H 1.89 3.00 0.70
S -2.89 1.75 -0.86
H -1.47 -0.24 3.28
H -1.29 5.76 0.01
O -2.37 4.13 -0.42
C -2.74 0.64 -4.31
H 3.36 1.45 -0.97
H 5.77 -2.17 0.84
C 0.53 1.83 -2.84
Te -4.90 -1.52 -0.57
H -3.04 6.06 -0.20
C 1.54 1.97 0.84
H 3.98 -3.59 1.87
Te -1.17 -3.67 0.60
C 4.35 -0.77 0.06
C 2.55 0.70 -0.90
C -0.70 1.00 -3.08
N -0.23 0.83 2.05
H -3.50 0.98 -4.99
Te -3.39 0.11 0.80
Pb -0.42 -0.71 0.02
C -1.07 0.75 3.08
H -1.18 3.96 4.07
C -1.66 1.45 -3.99
C -1.82 -1.00 -2.85
H 1.39 1.27 -3.21
H 2.33 1.42 1.35
C 2.42 -2.30 1.20
H -1.56 2.43 -4.42
H 0.44 2.73 -3.45
H -3.60 -1.31 -3.98
N -0.81 -0.20 -2.49
S -3.57 3.09 1.70
H 1.61 -2.89 1.60
H -0.16 2.69 -0.99
N 1.31 1.32 -0.45
C -2.29 5.39 0.22
C 2.99 -0.46 -0.04
C 0.78 2.30 -1.40
H 5.08 -0.14 -0.42
C -0.87 3.07 3.53
C -1.41 1.84 3.86
C 0.07 3.14 2.51
C 4.73 -1.90 0.76
C -2.95 3.10 0.20
H -2.45 5.28 1.30
*
```

HOMO energy in eV: -9.1

---

9.
A structure of composition C21H23N6O16RuS. Source: the Open Molecules 2025 dataset; level of theory: wB97M-V/def2-TZVPD.

Geometry as ORCA input:
```
! RIJCOSX wB97M-V def2-TZVPD def2/J DEFGRID3
* xyz 0 6
H 0.35 3.43 -0.81
O -1.53 -0.19 -7.32
C 3.03 1.84 0.29
O 4.09 -1.53 5.42
C -0.62 2.92 -0.74
H 0.88 -0.65 -4.32
H -5.20 -1.60 1.89
O -2.32 -0.51 -1.15
N 1.73 -3.72 0.40
C 1.87 -2.80 1.53
O 0.53 -0.34 -6.68
O -2.09 -2.07 1.25
C 2.16 1.27 -0.82
O 1.63 -0.71 0.51
N -0.67 -0.28 -6.46
H 0.47 3.95 1.69
C 2.00 -1.10 3.75
C -2.82 -0.09 -3.43
H 1.81 2.02 -1.52
N -4.23 0.25 -3.17
H -4.29 -0.25 0.18
N -3.91 -0.08 1.10
H -3.13 0.13 -5.54
C 1.02 -1.58 1.52
H -1.99 2.36 0.80
H 4.90 1.15 -0.58
O -4.86 0.72 -4.09
N 3.99 -2.34 4.52
C -0.55 -0.50 -2.75
O -1.04 0.32 2.36
H 3.49 -3.87 2.37
H 2.68 0.47 -1.34
O 0.15 0.91 4.13
C 1.03 -0.86 2.84
H -1.76 4.09 0.64
C -0.16 -0.50 -4.07
Ru -1.68 -0.11 0.60
S 0.64 0.39 -0.29
H -4.09 -0.85 3.05
H -0.75 3.24 2.76
H -1.27 3.37 -1.49
C -4.20 -1.19 2.02
O -0.47 1.56 -1.15
C 0.01 0.21 3.16
C -1.23 3.14 0.64
O 2.53 -4.63 0.30
H 3.08 1.14 1.12
C -3.21 -2.35 1.85
C -1.10 -0.30 -5.06
H 0.01 -1.86 1.22
C 4.44 2.09 -0.25
H 0.32 2.20 1.85
C -1.91 -0.37 -2.39
O -4.69 0.08 -2.05
H 2.04 -0.51 4.65
O 0.80 -3.51 -0.36
O -3.51 -3.43 2.31
C -2.42 -0.07 -4.76
C -0.24 3.13 1.80
H -4.25 0.81 1.44
O 1.48 -1.33 -2.06
C 2.82 -3.03 2.46
H 4.42 2.78 -1.10
H 2.62 2.78 0.66
O 4.72 -3.31 4.36
C 2.91 -2.14 3.55
N 0.45 -0.72 -1.75
H 5.07 2.53 0.52
*
```

Relative energy (zero: lowest compared OMol25 entry of this formula, charge and spin) in kJ/mol: 288.11
HOMO energy (alpha / beta) in eV: -9.1 / -9.9

---

no.,E (eV)
1,-55756.5210
2,-43796.7814
3,-80089.7612
4,-68282.6650
5,-113346.3830
6,-34809.4003
7,-36859.3673
8,-86244.9083
9,-77250.2629